No. 1
C6H12Br9N3O6 as an isolated structure. Source: the Open Molecules 2025 dataset; level of theory: ωB97M-V with the def2-TZVPD basis set.

Values from the calculation:
Strongest force on any atom, eV/Å: 17.967
E_HOMO, Ha: -0.240
Total energy, Eh: -24016.17231

Structure (XYZ):
```
36
Properties=species:S:1:pos:R:3:forces:R:3
Br -1.550 -1.893 0.677 8.0 -4.9 -3.5
Br 2.866 -3.321 1.133 8.8 -5.0 5.6
Br -1.241 3.294 2.763 -0.1 -0.6 -0.8
Br -0.183 0.013 -1.518 2.2 -14.8 -4.4
Br 5.579 -2.072 -0.449 1.4 -3.1 -0.3
Br -0.552 0.478 1.024 -7.4 13.8 8.8
Br 1.451 -2.401 -0.233 -14.4 2.1 -4.5
Br 3.412 -3.710 -2.147 0.5 -0.6 0.1
Br -3.236 2.316 0.318 1.2 0.0 0.5
O 0.563 2.970 -2.439 4.1 1.5 -1.2
O -3.754 -2.894 -0.200 -1.5 -0.2 0.2
O 1.841 -0.190 0.551 7.3 2.7 -0.8
O -5.660 -2.057 0.522 2.2 -0.4 -0.1
O -0.317 1.638 -1.009 -0.7 9.7 3.1
O 3.917 -0.597 -0.141 -3.2 7.7 1.7
N -4.421 -2.193 0.557 -2.5 0.0 -1.8
N 3.041 0.044 0.454 1.7 2.4 2.4
N -0.343 2.290 -2.019 -3.7 4.3 -2.7
C 0.109 -0.999 0.110 -2.5 -9.8 -6.6
C -1.330 2.332 1.002 -1.3 1.3 1.7
C 3.466 1.145 1.393 0.5 0.3 0.4
C -1.532 2.169 -2.852 -0.5 1.1 0.3
C -3.650 -1.453 1.493 -4.1 1.0 3.5
C 3.662 -2.603 -0.570 3.8 -2.9 -1.9
H -2.330 2.587 -2.238 -0.4 -0.7 -0.2
H 0.588 -0.385 0.874 2.6 -4.0 0.8
H -0.737 2.958 0.335 -0.5 0.0 0.4
H 4.139 0.675 2.109 0.1 0.0 -0.1
H -4.256 -0.736 2.047 -0.3 -0.3 0.0
H -2.781 -0.983 1.032 -3.5 1.9 0.6
H -3.292 -2.235 2.162 0.0 0.3 0.4
H -1.654 1.120 -3.123 -0.5 0.2 -0.2
H 2.615 1.586 1.913 -0.2 -0.5 -0.2
H 3.016 -1.747 -0.765 2.2 -1.4 -0.7
H -1.420 2.878 -3.672 0.3 -0.6 -0.2
H 3.972 1.977 0.903 0.2 -0.5 -0.5
```
Positions in Å, forces in eV/Å.

No. 2
A 2-piece molecular cluster, C5H7NO overall. Source: the Open Molecules 2025 dataset; level of theory: ωB97M-V with the def2-TZVPD basis set.

Values from the calculation:
Strongest force on any atom, eV/Å: 1.133
E_HOMO (spin up / spin down), Ha: -0.333 / -0.333
Total energy, Eh: -324.50156

Structure (XYZ):
```
14
Properties=species:S:1:pos:R:3:forces:R:3
O -0.776 -1.450 -1.339 0.2 -0.1 -0.1
N 1.952 -1.184 0.543 0.4 0.5 0.2
C -0.340 -0.429 -0.458 0.1 0.3 0.1
C -1.428 -1.345 -0.083 -0.2 0.0 0.3
C 0.979 -0.671 0.162 -0.3 0.5 0.3
C 1.561 1.069 1.292 -0.2 -1.0 -0.4
C -0.577 0.992 -0.869 -0.2 0.2 -0.1
H -2.447 -0.960 -0.105 0.1 0.0 -0.1
H -1.249 -2.163 0.613 0.1 0.1 -0.1
H -1.591 1.093 -1.245 -0.1 0.0 -0.1
H -0.439 1.645 -0.007 0.0 -0.1 -0.2
H 1.725 0.672 2.306 0.3 0.1 -0.2
H 0.133 1.291 -1.649 -0.1 -0.1 0.1
H 2.497 1.439 0.838 0.0 -0.4 0.3
```
Positions in Å, forces in eV/Å.

No. 3
C23H36N4O5SSi2Sn as an isolated structure. Source: the Open Molecules 2025 dataset; level of theory: ωB97M-V with the def2-TZVPD basis set.

Values from the calculation:
Strongest force on any atom, eV/Å: 1.763
E_HOMO, Ha: -0.295
Total energy, Eh: -2684.70878

Structure (XYZ):
```
72
Properties=species:S:1:pos:R:3:forces:R:3
Sn 11.946 10.770 11.107 0.3 -0.5 -0.5
S 9.707 11.628 11.556 0.1 0.3 -0.7
Si 12.141 10.863 8.523 -0.2 0.0 0.2
Si 12.152 8.207 11.100 -0.7 -0.2 0.1
O 11.036 11.367 15.580 0.1 -0.4 -0.2
O 11.444 9.863 13.985 -1.0 0.7 0.6
O 14.815 10.225 10.231 1.2 0.7 0.8
O 16.875 10.804 9.820 0.1 -0.2 0.2
O 15.834 11.740 11.478 0.3 -0.9 -0.7
N 15.889 10.900 10.512 -1.3 0.2 -0.5
N 13.444 11.623 12.454 -1.3 -0.1 1.2
N 10.527 13.879 14.831 0.8 -0.2 -0.7
N 11.616 13.850 10.602 1.1 -0.2 -0.4
C 13.622 11.755 7.733 -1.3 0.1 0.5
C 12.172 8.567 6.900 -0.1 -0.1 -1.3
C 12.289 7.918 9.215 0.1 -0.1 0.1
C 12.410 14.693 11.516 0.2 -0.1 -0.1
C 13.739 14.024 11.894 0.4 0.6 0.0
C 12.471 6.262 7.443 -0.5 -0.4 -0.5
C 6.895 10.561 14.978 0.2 0.1 -0.1
C 10.476 7.518 11.702 0.6 -0.5 -0.1
C 10.644 10.603 14.556 1.0 -0.2 -0.4
C 7.376 11.222 12.722 -0.4 0.3 -0.7
C 11.502 13.749 13.688 -0.8 0.5 0.4
C 8.253 10.499 15.222 0.6 0.3 -0.3
C 8.750 11.100 12.906 0.4 -0.5 1.3
C 12.283 7.247 6.469 0.2 -0.1 0.7
C 6.469 10.937 13.708 -0.5 -0.2 0.4
C 12.429 6.574 8.798 0.2 0.7 0.0
C 11.577 14.970 12.760 -0.4 0.5 0.8
C 10.483 11.539 7.852 0.0 -1.0 0.7
C 12.193 8.938 8.224 0.1 0.5 1.3
C 12.891 13.412 14.176 -1.2 -0.6 -0.3
C 13.553 7.472 12.090 0.9 0.2 0.4
C 9.202 10.747 14.202 -0.8 -0.3 -0.3
C 13.726 12.982 13.005 0.7 0.4 -0.3
H 14.183 13.559 11.013 0.2 0.2 -0.1
H 14.521 11.314 8.117 0.6 -0.1 0.0
H 10.547 15.213 12.476 0.1 0.2 -0.1
H 8.607 10.279 16.224 0.1 -0.1 -0.1
H 6.983 11.583 11.767 0.3 -0.3 0.2
H 12.166 13.621 9.759 -0.3 0.3 0.6
H 10.882 14.563 15.487 -0.3 0.2 0.1
H 10.380 11.443 6.776 0.0 -0.2 -0.2
H 10.625 12.282 15.483 -0.1 0.1 0.1
H 5.412 10.996 13.458 0.2 0.1 0.2
H 12.248 7.001 5.407 0.0 0.0 0.3
H 14.427 14.848 12.216 -0.4 -0.7 -0.3
H 13.286 14.312 14.610 0.6 0.4 0.4
H 14.755 12.893 13.363 0.1 0.0 -0.1
H 9.647 7.973 11.160 0.0 -0.1 0.0
H 12.056 9.335 6.136 0.0 -0.1 0.0
H 12.548 5.757 9.524 -0.1 0.4 -0.2
H 10.339 12.587 8.083 -0.1 0.2 0.3
H 12.697 15.638 11.028 -0.2 0.0 0.2
H 14.528 7.808 11.653 -0.7 -0.3 0.4
H 13.621 12.847 7.859 0.0 -0.3 0.1
H 9.697 10.924 8.364 0.4 0.7 -0.5
H 10.440 6.411 11.589 0.0 0.6 -0.1
H 14.339 11.427 11.978 0.5 -0.3 -0.3
H 13.469 11.559 6.684 0.4 -0.1 -0.6
H 11.976 15.850 13.333 -0.2 -0.6 -0.5
H 6.208 10.368 15.788 -0.2 -0.1 -0.1
H 13.548 6.367 12.152 -0.1 0.5 -0.2
H 13.374 10.974 13.248 0.0 0.1 -0.2
H 12.544 5.213 7.145 0.1 0.3 0.0
H 11.103 12.939 13.104 0.0 -0.4 -0.3
H 12.834 12.625 14.915 0.2 -0.1 0.3
H 9.593 14.123 14.499 0.4 0.2 0.1
H 10.371 7.720 12.770 0.0 0.2 0.0
H 13.492 7.845 13.142 0.0 -0.2 -0.7
H 10.799 14.352 10.287 -0.3 0.0 0.0
```
Positions in Å, forces in eV/Å.

No. 4
A 2-piece molecular cluster, C2H4N2O3 overall. Source: the Open Molecules 2025 dataset; level of theory: ωB97M-V with the def2-TZVPD basis set.

Values from the calculation:
Strongest force on any atom, eV/Å: 6.130
E_HOMO, Ha: -0.332
Total energy, Eh: -413.59610

Structure (XYZ):
```
11
Properties=species:S:1:pos:R:3:forces:R:3
O -0.066 -0.395 -1.682 -0.8 -0.2 4.1
O 0.485 -1.335 0.755 0.7 5.8 -0.4
O 1.098 1.008 0.566 0.3 -1.2 1.5
N -0.782 0.741 -1.222 -0.3 0.7 1.9
N -0.777 -0.631 0.693 -3.5 -1.3 4.9
C -0.931 0.688 0.065 0.8 -5.0 -3.0
C 1.381 -0.156 0.585 2.6 -1.7 -1.7
H -1.359 -0.710 1.948 2.7 0.7 -4.8
H -1.477 1.329 0.637 -1.3 2.1 1.0
H 2.448 -0.415 0.188 -1.8 -0.5 1.1
H -0.018 -0.125 -2.532 0.6 0.7 -4.5
```
Positions in Å, forces in eV/Å.

No. 5
C12H24MgN2O6S2 as an isolated structure. Source: the Open Molecules 2025 dataset; level of theory: ωB97M-V with the def2-TZVPD basis set.

Values from the calculation:
Strongest force on any atom, eV/Å: 7.379
E_HOMO, Ha: -0.304
Total energy, Eh: -2029.05160

Structure (XYZ):
```
47
Properties=species:S:1:pos:R:3:forces:R:3
S 21.353 -5.135 34.771 0.2 0.8 -0.1
S 19.255 -9.334 32.028 -0.4 0.2 -0.2
Mg 19.102 -6.849 34.117 0.3 -0.3 -0.2
O 21.035 -6.584 34.408 -0.1 0.3 0.7
O 15.072 -2.475 31.806 -0.1 0.0 -0.2
O 17.143 -6.729 33.657 -2.0 1.3 -1.2
O 19.599 -8.449 33.201 0.3 -0.9 0.2
O 18.716 -5.590 32.605 -2.0 1.6 -1.7
O 18.104 -4.989 34.618 -1.6 1.1 -0.8
N 19.264 -1.284 36.052 0.1 0.1 0.0
N 20.333 -4.561 28.463 -0.1 -0.1 -0.1
C 17.590 -3.039 37.009 -0.2 0.7 0.2
C 20.969 -4.242 30.963 -0.3 -0.3 0.2
C 16.621 -2.016 33.554 -0.1 -0.2 -0.2
C 20.614 -4.420 29.566 0.2 0.2 -0.1
C 16.227 -2.433 32.151 0.2 0.2 0.4
C 17.369 -2.808 31.228 -0.4 0.1 0.4
C 23.111 -5.145 35.095 0.0 0.0 0.3
C 17.736 -10.189 32.468 0.4 0.1 0.0
C 20.785 -4.910 36.456 0.1 -0.3 -0.3
C 17.696 -5.542 33.451 5.2 -3.8 3.6
C 18.516 -8.215 30.843 0.0 -0.2 -0.1
C 18.517 -2.045 36.475 0.0 -0.3 -0.2
H 23.324 -5.831 35.914 0.1 -0.2 -0.2
H 17.764 -7.626 31.367 0.0 0.0 0.0
H 17.209 -3.680 36.215 0.3 -0.2 0.0
H 17.965 -10.958 33.201 0.0 0.0 0.0
H 23.437 -4.148 35.391 -0.2 0.1 -0.1
H 21.215 -5.722 37.044 -0.1 0.1 0.1
H 17.047 -9.451 32.878 -0.1 0.0 -0.1
H 19.300 -7.563 30.465 0.0 0.0 0.0
H 21.928 -3.748 31.096 0.0 0.1 -0.2
H 17.393 -10.639 31.538 -0.3 -0.1 0.1
H 19.698 -4.975 36.408 0.0 0.1 0.0
H 18.093 -8.808 30.033 0.0 0.0 0.0
H 17.412 -3.899 31.238 0.2 0.0 -0.3
H 21.104 -3.932 36.810 0.0 0.1 0.0
H 20.991 -5.228 31.425 0.0 0.1 0.1
H 17.115 -1.043 33.506 0.0 0.0 0.1
H 23.602 -5.430 34.169 0.1 -0.1 0.0
H 20.176 -3.685 31.455 0.1 0.0 0.1
H 15.729 -1.954 34.173 0.0 0.1 0.0
H 17.160 -2.426 30.232 0.1 -0.2 -0.1
H 16.758 -2.498 37.466 0.0 -0.1 0.0
H 18.104 -3.583 37.798 -0.1 -0.3 -0.1
H 17.329 -2.736 33.971 0.0 0.1 0.0
H 18.307 -2.426 31.626 0.1 0.0 -0.1
```
Positions in Å, forces in eV/Å.

No. 6
A 3-piece molecular cluster, C16H26BClO2 overall. Source: the Open Molecules 2025 dataset; level of theory: ωB97M-V with the def2-TZVPD basis set.

Values from the calculation:
Strongest force on any atom, eV/Å: 0.791
E_HOMO, Ha: -0.321
Total energy, Eh: -1260.78477
SMILES: Cc1cccc(CBCl)c1.C1CCOC1.C1CCOC1

Structure (XYZ):
```
46
Properties=species:S:1:pos:R:3:forces:R:3
Cl -3.241 0.447 -1.504 0.0 -0.1 0.1
O 4.921 -2.581 2.253 0.0 0.0 0.0
O -3.937 4.987 -3.382 0.0 0.0 0.0
C -0.432 0.527 0.445 0.1 -0.4 0.0
C 6.078 -3.310 2.668 -0.1 -0.1 0.0
C -6.152 4.618 -4.118 0.0 0.0 -0.1
C -5.205 5.635 -3.494 0.0 0.0 0.1
C 1.350 -1.564 -0.088 -0.2 -0.2 0.0
C 0.892 0.805 0.142 -0.2 -0.4 0.0
C -5.584 3.304 -3.588 0.0 0.0 0.1
C 4.922 -2.636 4.615 0.0 -0.1 0.0
C -4.088 3.585 -3.614 0.0 0.0 -0.1
C 2.312 -2.694 -0.346 -0.3 0.3 0.2
C 1.771 -0.239 -0.126 -0.1 0.2 0.1
C 0.016 -1.836 0.216 0.2 0.8 0.0
C 4.283 -1.995 3.391 0.0 0.1 0.0
C -2.331 -1.123 0.771 0.4 0.2 -0.4
C -0.872 -0.794 0.483 -0.2 -0.2 0.1
C 6.337 -2.914 4.115 0.0 0.1 0.0
B -3.121 -1.044 -0.579 -0.1 -0.1 0.2
H 6.935 -2.001 4.155 0.0 0.0 0.0
H -2.387 -2.134 1.160 -0.1 -0.1 0.2
H 6.857 -3.688 4.676 0.0 0.0 0.0
H 2.910 -2.482 -1.226 0.2 -0.1 -0.1
H 3.209 -2.174 3.328 0.0 0.0 -0.1
H -6.074 4.649 -5.207 0.0 0.0 0.0
H -7.192 4.789 -3.846 0.0 0.0 0.0
H -1.146 1.306 0.655 0.0 0.3 0.0
H -3.656 3.344 -4.591 0.0 -0.1 0.0
H -5.092 6.537 -4.096 0.0 0.0 0.0
H 4.418 -3.575 4.856 0.0 0.0 0.0
H -5.860 2.435 -4.182 0.0 0.0 0.0
H -5.918 3.137 -2.562 0.0 0.0 0.0
H -2.729 -0.434 1.515 -0.1 0.1 0.1
H 1.775 -3.624 -0.497 0.0 -0.2 -0.1
H 6.909 -3.068 2.005 0.0 0.0 0.0
H -5.540 5.926 -2.492 0.0 0.0 0.0
H -0.329 -2.858 0.247 -0.1 -0.2 0.0
H -3.542 3.034 -2.849 0.1 0.1 0.0
H 4.884 -1.995 5.494 0.0 0.0 0.0
H 2.964 -2.820 0.515 0.3 0.0 0.0
H 4.456 -0.914 3.372 0.0 0.0 0.0
H -3.670 -2.000 -1.024 0.0 0.1 -0.2
H 5.867 -4.382 2.582 0.0 0.0 0.0
H 1.230 1.827 0.113 0.1 0.1 0.0
H 2.801 -0.013 -0.358 0.1 0.0 0.0
```
Positions in Å, forces in eV/Å.